# 1
Molecular formula: C39H47N6S2Ta
Method: DFT, ωB97M-V/def2-TZVPD

XYZ file:
```
95
Properties=species:S:1:pos:R:3
Ta -0.014 0.024 0.042
C -3.019 -2.078 -0.878
N -1.932 -1.420 -1.631
C -1.040 -2.405 -2.271
C -0.441 -3.365 -1.285
N 0.550 -2.725 -0.382
C 1.894 -2.848 -0.984
C 0.464 -3.375 0.911
C 1.093 -4.590 1.157
C 0.901 -5.264 2.353
C 0.071 -4.725 3.326
C -0.551 -3.510 3.094
C -0.354 -2.834 1.890
S -1.216 -1.300 1.716
C -2.490 -0.589 -2.682
C -3.502 -1.073 -3.510
C -4.015 -0.295 -4.531
C -3.518 0.985 -4.741
C -2.517 1.472 -3.922
C -2.005 0.681 -2.893
S -0.792 1.408 -1.861
H -3.413 -2.948 -1.411
H -3.826 -1.366 -0.724
H -2.668 -2.401 0.095
H -0.258 -1.859 -2.806
H -1.599 -2.986 -3.012
H 0.037 -4.177 -1.841
H -1.224 -3.819 -0.682
H 2.121 -3.880 -1.261
H 2.648 -2.495 -0.288
H 1.938 -2.248 -1.886
H 1.733 -5.033 0.405
H 1.381 -6.221 2.511
H -0.098 -5.250 4.257
H -1.201 -3.073 3.844
H -3.891 -2.073 -3.359
H -4.797 -0.693 -5.164
H -3.912 1.604 -5.536
H -2.122 2.471 -4.064
N 1.867 0.065 -1.582
C 2.542 0.511 -2.396
C 3.392 1.054 -3.403
C 3.298 0.579 -4.715
C 4.138 1.100 -5.681
C 5.058 2.086 -5.345
C 5.150 2.555 -4.039
C 4.319 2.043 -3.061
H 2.574 -0.186 -4.963
H 4.079 0.734 -6.697
H 5.710 2.493 -6.107
H 5.874 3.317 -3.785
H 4.378 2.401 -2.041
C 3.463 -1.791 4.377
N 3.138 -1.234 3.064
C 4.030 -0.983 2.047
C 3.298 -0.537 0.995
N 1.964 -0.514 1.361
C 1.914 -0.944 2.613
H 4.490 -1.542 4.626
H 3.355 -2.873 4.366
H 2.802 -1.374 5.131
H 5.091 -1.135 2.152
H 3.634 -0.237 0.020
H 1.019 -1.027 3.207
C -5.193 0.827 0.698
C -4.054 1.452 1.461
C -4.272 2.217 2.595
C -3.207 2.791 3.289
C -3.446 3.686 4.476
C -1.910 2.572 2.846
C -1.659 1.840 1.686
C -2.748 1.283 1.014
N -0.361 1.660 1.128
C 0.642 2.777 1.256
C 1.418 2.658 2.574
C 1.667 2.642 0.131
C -0.027 4.148 1.085
H -6.151 1.237 1.011
H -5.220 -0.252 0.869
H -5.080 0.999 -0.375
H -5.286 2.384 2.943
H -4.414 3.490 4.935
H -3.439 4.730 4.155
H -2.668 3.567 5.230
H -1.105 2.995 3.429
H -2.605 0.749 0.075
H 2.053 1.773 2.552
H 0.770 2.574 3.443
H 2.055 3.535 2.700
H 2.202 1.689 0.180
H 2.418 3.425 0.241
H 1.201 2.767 -0.848
H -0.389 4.567 2.022
H -0.873 4.075 0.398
H 0.690 4.850 0.660
```

Summary:
Spin multiplicity   1
LUMO level   -6.39 eV
Kohn-Sham gap   6.32 eV
Highest occupied orbital energy   -12.7 eV
Energy   -73357.4293 eV
Total charge   +2

Löwdin population analysis, charges in e, atoms 1 to 4:
1. Ta 1.5277
2. C -0.0826
3. N -0.1870
4. C -0.1652

# 2
Molecular formula: C39H47N7O4ReS2
Method: DFT, ωB97M-V/def2-TZVPD

XYZ file:
```
100
Properties=species:S:1:pos:R:3
Re -0.503 0.179 -0.244
C 2.380 -5.408 -0.521
C 1.948 -4.439 -1.612
N 0.638 -3.804 -1.335
C -0.513 -4.353 -2.076
C -0.872 -5.763 -1.640
C 0.574 -2.821 -0.467
S -1.001 -2.069 -0.098
N 1.674 -2.462 0.191
C 2.026 -1.258 0.526
O 1.510 -0.166 0.027
C 3.142 -1.077 1.467
C 3.203 0.079 2.245
C 4.245 0.256 3.138
C 5.233 -0.714 3.249
C 5.170 -1.871 2.481
C 4.123 -2.059 1.596
H 3.375 -5.786 -0.756
H 1.706 -6.259 -0.450
H 2.423 -4.913 0.447
H 1.836 -4.950 -2.567
H 2.685 -3.648 -1.740
H -0.253 -4.324 -3.135
H -1.360 -3.687 -1.935
H -0.077 -6.473 -1.865
H -1.759 -6.084 -2.183
H -1.088 -5.805 -0.572
H 2.414 0.818 2.183
H 4.286 1.149 3.749
H 6.052 -0.573 3.941
H 5.940 -2.624 2.574
H 4.063 -2.954 0.992
C -5.553 2.282 -0.882
C -5.025 1.206 0.073
C -3.638 0.858 -0.197
N -2.544 0.578 -0.395
H -6.594 2.486 -0.641
H -5.500 1.949 -1.917
H -4.988 3.206 -0.779
H -5.609 0.285 0.015
H -5.052 1.539 1.115
O -0.684 2.889 2.216
C -1.165 1.795 2.221
O -0.545 0.785 1.516
C -2.382 1.367 2.944
C -2.739 0.023 3.052
C -3.902 -0.325 3.720
C -4.708 0.664 4.271
C -4.351 2.003 4.166
C -3.184 2.357 3.509
H -2.100 -0.745 2.636
H -4.174 -1.367 3.825
H -5.613 0.389 4.797
H -4.975 2.768 4.609
H -2.881 3.392 3.427
N 1.175 4.531 -0.542
C 1.135 3.210 -0.462
S -0.304 2.446 -1.081
N 2.146 2.543 0.057
C 3.258 3.169 0.724
C 3.041 3.830 1.927
C 4.120 4.400 2.585
C 5.397 4.297 2.049
C 5.601 3.628 0.850
C 4.527 3.064 0.177
H 0.378 5.037 -0.891
H 1.966 5.046 -0.186
H 2.068 1.529 0.107
H 2.039 3.882 2.337
H 3.964 4.920 3.521
H 6.237 4.740 2.567
H 6.596 3.550 0.434
H 4.671 2.543 -0.761
C -4.507 -3.711 -4.935
C -3.885 -2.810 -5.990
N -2.942 -1.839 -5.415
C -3.324 -0.430 -5.422
C -4.437 -0.110 -4.435
C -1.723 -2.296 -5.081
O -1.351 -3.448 -5.252
C -0.755 -1.370 -4.386
C 0.513 -1.157 -4.914
C 1.434 -0.438 -4.172
C 1.089 -0.013 -2.903
N -0.114 -0.264 -2.369
C -1.028 -0.902 -3.118
H -5.199 -4.411 -5.403
H -5.061 -3.131 -4.195
H -3.736 -4.289 -4.428
H -4.650 -2.239 -6.515
H -3.349 -3.408 -6.726
H -3.643 -0.173 -6.435
H -2.443 0.176 -5.214
H -5.333 -0.694 -4.646
H -4.704 0.945 -4.505
H -4.128 -0.327 -3.409
H 0.765 -1.556 -5.888
H 2.422 -0.225 -4.555
H 1.789 0.525 -2.281
H -1.992 -1.078 -2.660
```

Summary:
Spin multiplicity   2
LUMO level (spin up / spin down)   -6.76 / -6.53 eV
Kohn-Sham gap (spin up / spin down)   6.93 / 7.09 eV
⟨S²⟩   0.76
Highest occupied orbital energy (spin up / spin down)   -13.7 / -13.6 eV
Energy   -83618.7352 eV
Total charge   +2

Löwdin population analysis, charges in e, atoms 1 to 4:
1. Re 1.1590
2. C -0.0545
3. C -0.1669
4. N -0.0719

Energy relative to the best compared isomer or geometry (same formula, charge and spin), record by record: 45.0, 0.2 kcal/mol